# 1
Molecular formula: CH2N2S4
Method: DFT, ωB97M-V with the def2-TZVPD basis set

Results
E_HOMO in eV: -8.74
Energy relative to the best compared isomer or geometry (same formula, charge and spin) in eV: 0.9184

Last column: Mulliken charge in e.
Cartesian coordinates (Å):
C1 -1.47 -0.18 -0.10  0.23
N1 -0.57 -1.05 -0.76  -0.30
N2 0.96 0.83 -0.16  -0.29
S1 -2.92 -0.68 0.44  -0.25
S2 -0.75 1.35 0.28  0.10
S3 0.59 -0.29 -1.64  0.14
S4 1.89 0.39 1.14  -0.07
H1 -0.37 -1.89 -0.20  0.30
H2 2.64 1.52 1.01  0.15


# 2
Molecular formula: CH2N3O2S2
Method: DFT, ωB97M-V with the def2-TZVPD basis set

Results
Net charge: +1
E_HOMO in eV: -15.48
Energy relative to the best compared isomer or geometry (same formula, charge and spin) in eV: 0.0000

Last column: Mulliken charge in e.
Cartesian coordinates (Å):
C1 0.57 0.16 0.03  0.66
N1 -0.13 -0.89 0.29  -0.31
N2 0.02 1.29 -0.55  -0.24
N3 1.91 0.02 0.02  -0.34
O1 -2.03 -1.89 -0.64  -0.34
O2 -1.99 0.88 0.72  -0.40
S1 -1.63 -1.19 0.52  0.74
S2 -1.43 1.75 -0.31  0.69
H1 2.18 -0.81 0.47  0.24
H2 2.53 0.68 -0.55  0.29


# 3
Molecular formula: CH2N3O4
Method: DFT, ωB97M-V with the def2-TZVPD basis set

Results
Net charge: -1
E_HOMO in eV: -5.44
Energy relative to the best compared isomer or geometry (same formula, charge and spin) in eV: 2.8851

Last column: Mulliken charge in e.
Cartesian coordinates (Å):
C1 -2.22 -0.08 0.32  0.77
N1 -1.29 -0.15 -0.57  -0.59
N2 2.01 -0.85 -0.65  -0.87
N3 1.95 0.08 0.20  1.18
O1 -2.94 -0.54 1.16  -0.58
O2 2.88 0.19 0.96  -0.69
O3 -2.07 1.19 -0.24  -0.41
O4 0.76 0.78 0.32  -0.63
H1 -0.14 0.30 -0.35  0.53
H2 1.05 -0.93 -1.16  0.30


# 4
Molecular formula: CH2N4
Method: DFT, ωB97M-V with the def2-TZVPD basis set

Results
E_HOMO in eV: -10.11
Energy relative to the best compared isomer or geometry (same formula, charge and spin) in eV: 0.1534

Last column: Mulliken charge in e.
Cartesian coordinates (Å):
C1 -0.67 -0.48 -0.54  0.44
N1 -1.06 -0.88 0.52  -0.47
N2 -0.41 0.07 -1.57  -0.49
N3 1.61 1.29 0.75  0.04
N4 1.37 1.12 1.82  -0.05
H1 0.24 0.71 -1.79  0.28
H2 -1.09 -1.83 0.82  0.25


Taking the records one at a time from the top gives HOMO-LUMO gap values of 8.033 8.348 9.481 11.220 eV.